A 6-piece molecular cluster, C20H44B2Cl10N3O7 overall in a non-equilibrium geometry. Source: the Open Molecules 2025 dataset; level of theory: ωB97M-V/def2-TZVPD.

Computed properties:
HOMO-LUMO gap = 7.644 eV
E_LUMO = -4.37 eV
Strongest force on any atom = 5.8 eV/Å
Charge = +1

Positions of all 86 atoms, in Å:
C1 4.414 0.281 0.878
C2 3.939 1.185 -0.420
C3 3.703 2.790 -0.048
O1 2.965 3.002 1.208
C4 1.643 3.643 0.956
C5 0.582 2.524 0.403
N1 -0.109 1.949 1.657
C6 -1.518 1.495 1.349
N2 -2.451 1.650 2.382
N3 -1.844 0.865 0.013
C7 -3.278 0.393 -0.083
B1 -3.428 -1.151 0.524
O2 -3.375 -2.373 -0.328
O3 -3.597 -1.259 1.992
C8 -1.437 1.757 -1.138
C9 -0.595 0.801 -2.201
O4 -1.008 -0.638 -2.131
O5 0.125 -1.301 -2.324
C10 -0.552 3.084 -0.637
B2 0.032 3.772 -2.012
O6 1.258 3.383 -2.736
O7 -0.778 4.900 -2.583
H1 5.526 -0.068 0.633
H2 4.320 0.832 1.908
H3 3.771 -0.718 0.870
H4 4.771 1.059 -1.268
H5 2.974 0.666 -0.857
H6 3.114 3.337 -0.899
H7 4.803 3.242 0.057
H8 1.250 3.968 2.036
H9 1.707 4.630 0.332
H10 1.177 1.605 -0.056
H11 0.476 1.206 2.097
H12 -2.130 1.343 3.350
H13 -3.408 2.043 2.254
H14 -4.074 1.127 0.367
H15 -3.550 0.296 -1.242
H16 -2.432 -2.718 -0.237
H17 -2.682 -1.189 2.440
H18 -2.345 2.196 -1.759
H19 0.573 0.791 -1.986
H20 -0.701 1.168 -3.331
H21 0.106 -2.177 -1.832
H22 -1.206 3.876 -0.077
H23 1.147 3.816 -3.654
H24 -1.234 5.323 -1.773
Cl1 -0.096 -6.469 1.302
C11 0.449 -5.485 -0.078
C12 0.784 -4.059 0.329
Cl2 -0.663 -3.136 0.803
H25 -0.332 -5.512 -0.844
H26 1.340 -5.975 -0.483
H27 1.236 -3.528 -0.514
H28 1.491 -4.034 1.164
Cl3 -2.533 6.315 0.210
C13 -3.803 6.098 1.440
C14 -4.184 4.637 1.621
Cl4 -5.028 3.980 0.197
H29 -4.665 6.706 1.149
H30 -3.406 6.498 2.378
H31 -4.867 4.534 2.469
H32 -3.306 4.013 1.813
Cl5 2.346 7.303 0.600
C15 2.305 7.973 -1.051
C16 2.107 6.895 -2.104
Cl6 3.524 5.826 -2.248
H33 3.233 8.530 -1.213
H34 1.473 8.682 -1.083
H35 1.958 7.357 -3.085
H36 1.233 6.273 -1.884
Cl7 0.318 -9.148 -3.675
C17 -1.091 -8.208 -3.123
C18 -1.211 -6.875 -3.844
Cl8 0.094 -5.749 -3.400
H37 -1.006 -8.074 -2.040
H38 -1.976 -8.820 -3.321
H39 -2.154 -6.390 -3.573
H40 -1.195 -7.003 -4.931
Cl9 2.718 -10.309 4.179
C19 1.309 -9.370 4.731
C20 1.189 -8.037 4.010
Cl10 2.494 -6.911 4.454
H41 1.394 -9.236 5.814
H42 0.424 -9.982 4.533
H43 0.246 -7.552 4.281
H44 1.205 -8.165 2.923

---

A 2-piece molecular cluster, C3H9NO2 overall. Source: the Open Molecules 2025 dataset; level of theory: ωB97M-V/def2-TZVPD.

Computed properties:
HOMO-LUMO gap = 9.424 eV
E_LUMO = -0.25 eV
Strongest force on any atom = 0.9 eV/Å
Energy relative to the best compared isomer or geometry (same formula, charge and spin) = 124.34 kcal per mole

Positions of all 15 atoms, in Å:
C1 1.156 1.365 -0.036
C2 -1.019 -0.310 1.175
C3 -0.294 -1.602 -0.681
N1 -0.051 -1.090 0.649
O1 1.497 0.147 0.143
O2 0.750 1.783 -1.317
H1 0.834 1.016 -1.899
H2 0.101 1.567 0.655
H3 1.796 2.133 0.424
H4 -0.873 -0.923 -1.324
H5 -0.664 0.876 0.970
H6 -1.031 -0.285 2.265
H7 -2.007 -0.306 0.698
H8 -0.853 -2.538 -0.571
H9 0.658 -1.832 -1.153

---

C36H24Cl2N7O2PdS as an isolated structure. Source: the Open Molecules 2025 dataset; level of theory: ωB97M-V/def2-TZVPD.

Computed properties:
Multiplicity = 5
HOMO-LUMO gap (spin up / spin down) = 6.533 / 3.456 eV
E_LUMO (spin up / spin down) = -8.88 / -12.35 eV
Strongest force on any atom = 0.3 eV/Å
Expectation value of S² = 6.073
Charge = +3
Energy relative to the best compared isomer or geometry (same formula, charge and spin) = 0.00 kcal per mole

Positions of all 73 atoms, in Å:
Pd1 0.093 -0.997 0.531
C1 -3.357 1.204 2.291
C2 -4.441 0.412 1.943
C3 -4.226 -0.763 1.239
C4 -2.929 -1.125 0.901
N1 -1.891 -0.341 1.235
C5 -2.094 0.791 1.908
C6 -2.598 -2.387 0.167
C7 -3.566 -3.304 -0.221
C8 -3.186 -4.452 -0.897
C9 -1.844 -4.661 -1.173
C10 -0.936 -3.708 -0.752
N2 -1.298 -2.605 -0.098
H1 -3.485 2.122 2.846
H2 -5.446 0.701 2.219
H3 -5.067 -1.384 0.969
H4 -1.206 1.372 2.128
H5 -4.608 -3.134 -0.001
H6 -3.932 -5.173 -1.204
H7 -1.505 -5.539 -1.703
H8 0.123 -3.824 -0.948
S1 6.069 -4.634 3.667
N3 5.875 -4.083 2.161
C11 4.673 -3.549 2.101
C12 4.063 -2.939 0.954
C13 4.701 -2.838 -0.287
C14 4.026 -2.230 -1.328
C15 2.745 -1.745 -1.098
N4 2.133 -1.843 0.087
C16 2.767 -2.424 1.102
C17 2.047 -2.505 2.401
N5 0.825 -1.989 2.465
C18 0.153 -2.057 3.621
C19 0.662 -2.640 4.777
C20 1.929 -3.176 4.738
C21 2.646 -3.111 3.529
C22 3.955 -3.632 3.381
N6 4.680 -4.233 4.326
H9 5.701 -3.233 -0.412
H10 4.477 -2.129 -2.304
H11 2.172 -1.254 -1.876
H12 -0.839 -1.621 3.611
H13 0.066 -2.662 5.678
H14 2.381 -3.641 5.605
Cl1 -2.269 2.423 -1.221
C23 -1.812 2.489 -2.886
C24 -2.243 1.477 -3.721
C25 -2.008 1.548 -5.086
C26 -1.357 2.642 -5.636
C27 -0.920 3.653 -4.803
Cl2 -0.116 5.022 -5.470
C28 -1.110 3.586 -3.408
N7 -0.692 4.680 -2.656
C29 -0.184 4.805 -1.403
C30 -0.371 6.090 -0.819
C31 0.072 6.354 0.446
C32 0.758 5.355 1.144
C33 1.014 4.118 0.553
C34 0.568 3.802 -0.715
C35 1.032 2.522 -1.363
C36 0.656 1.242 -0.629
O1 0.178 0.281 -1.302
O2 0.881 1.121 0.608
H15 -2.792 0.649 -3.297
H16 -2.355 0.754 -5.731
H17 -1.190 2.718 -6.700
H18 -0.810 5.562 -3.150
H19 -0.908 6.844 -1.382
H20 -0.097 7.323 0.894
H21 1.128 5.554 2.140
H22 1.604 3.387 1.087
H23 2.127 2.545 -1.382
H24 0.706 2.420 -2.393

---

C5H5NO in the gas phase. Source: the Open Molecules 2025 dataset; level of theory: ωB97M-V/def2-TZVPD.

Computed properties:
HOMO-LUMO gap = 10.132 eV
E_LUMO = 0.05 eV
Strongest force on any atom = 0.6 eV/Å
Energy relative to the best compared isomer or geometry (same formula, charge and spin) = 71.29 kcal per mole

Positions of all 12 atoms, in Å:
C1 -0.508 -2.872 0.536
C2 -0.585 -1.673 0.619
C3 -0.648 -0.217 0.621
O1 -1.680 0.388 0.838
C4 0.618 0.489 0.258
C5 0.564 1.215 -1.043
N1 0.577 1.937 0.216
H1 -0.454 -3.936 0.457
H2 1.546 0.025 0.584
H3 -0.365 1.151 -1.606
H4 1.469 1.285 -1.640
H5 -0.370 2.228 0.462

---

A 2-piece molecular cluster, C5H16NOSi overall in a non-equilibrium geometry. Source: the Open Molecules 2025 dataset; level of theory: ωB97M-V/def2-TZVPD.

Computed properties:
Multiplicity = 3
HOMO-LUMO gap (spin up / spin down) = 7.075 / 9.455 eV
E_LUMO (spin up / spin down) = -3.21 / -5.56 eV
Strongest force on any atom = 4.7 eV/Å
Expectation value of S² = 2.006
Charge = +1
Energy relative to the best compared isomer or geometry (same formula, charge and spin) = 0.00 kcal per mole

Positions of all 24 atoms, in Å:
C1 0.847 1.681 1.080
C2 2.367 0.412 -0.450
C3 -0.833 -2.265 1.284
C4 1.133 0.297 0.524
C5 -0.040 -0.301 -0.243
N1 0.111 -0.308 -1.790
O1 -0.245 -1.750 0.069
Si1 -3.103 0.918 -0.418
H1 1.663 2.166 1.539
H2 0.642 2.340 0.277
H3 0.043 1.578 1.691
H4 3.247 0.711 -0.027
H5 2.120 0.965 -1.426
H6 2.605 -0.575 -0.872
H7 -0.122 -2.403 2.112
H8 -1.309 -3.188 0.897
H9 -1.501 -1.461 1.643
H10 1.504 -0.438 1.199
H11 0.840 -0.972 -1.890
H12 -0.706 -0.803 -1.975
H13 0.301 0.587 -2.234
H14 -3.243 2.294 -0.853
H15 -3.526 0.862 0.911
H16 -2.797 -0.348 -1.046

---

C36H33Cl3F3N5O6S2SeSiV as an isolated structure in a non-equilibrium geometry. Source: the Open Molecules 2025 dataset; level of theory: ωB97M-V/def2-TZVPD.

Computed properties:
Multiplicity = 2
HOMO-LUMO gap (spin up / spin down) = 3.381 / 3.534 eV
E_LUMO (spin up / spin down) = 2.63 / 2.79 eV
Strongest force on any atom = 2.0 eV/Å
Expectation value of S² = 0.943
Charge = -2
Energy relative to the best compared isomer or geometry (same formula, charge and spin) = 15.77 kcal per mole

Positions of all 91 atoms, in Å:
V1 0.978 0.369 0.120
Cl1 -5.978 1.742 3.143
C1 -4.373 1.589 2.456
C2 -3.557 0.548 2.849
C3 -2.293 0.423 2.301
Cl2 -1.352 -0.938 2.824
C4 -1.780 1.316 1.324
O1 -0.626 1.233 0.767
C5 -2.673 2.368 0.983
Cl3 -2.145 3.571 -0.150
C6 -3.936 2.509 1.523
H1 -3.896 -0.181 3.572
H2 -4.568 3.327 1.208
C7 4.666 -1.520 -1.074
C8 3.348 -0.799 -1.246
O2 2.721 -0.561 -0.187
C9 2.885 -0.436 -2.553
C10 3.699 -0.658 -3.693
C11 3.292 -0.327 -4.955
C12 2.012 0.247 -5.138
C13 1.192 0.471 -4.073
C14 1.587 0.135 -2.744
O3 0.773 0.353 -1.782
H3 4.798 -1.740 -0.017
H4 5.503 -0.908 -1.419
H5 4.674 -2.454 -1.639
H6 4.680 -1.098 -3.560
H7 3.939 -0.502 -5.806
H8 1.679 0.508 -6.137
H9 0.200 0.891 -4.189
N1 3.952 -0.647 6.641
C15 4.338 -0.286 7.910
C16 4.988 -0.970 8.930
C17 5.219 -0.273 10.103
C18 4.814 1.062 10.249
C19 4.168 1.735 9.229
C20 3.925 1.050 8.039
N2 3.306 1.476 6.881
C21 3.337 0.445 6.076
C22 2.788 0.403 4.722
C23 2.065 1.480 4.221
C24 1.543 1.411 2.947
N3 1.699 0.342 2.148
C25 2.394 -0.699 2.630
C26 2.949 -0.705 3.890
H10 4.058 -1.548 6.212
H11 5.299 -2.001 8.818
H12 5.722 -0.768 10.924
H13 5.013 1.572 11.183
H14 3.853 2.764 9.338
H15 1.914 2.359 4.833
H16 0.973 2.228 2.523
H17 2.483 -1.552 1.972
H18 3.498 -1.586 4.202
F1 2.220 -3.493 0.330
C27 0.958 -3.936 0.248
F2 0.549 -4.187 1.499
F3 0.992 -5.105 -0.409
S1 -0.142 -2.722 -0.599
O4 -1.437 -3.341 -0.491
O5 0.434 -2.623 -1.912
O6 0.032 -1.553 0.269
C28 -4.955 0.459 -4.332
Si1 -3.599 -0.728 -3.785
C29 -2.322 -0.798 -5.161
C30 -4.367 -2.439 -3.649
Se1 -2.698 -0.061 -1.856
H19 -5.406 0.090 -5.255
H20 -4.555 1.459 -4.514
H21 -5.735 0.545 -3.572
H22 -2.745 -1.245 -6.064
H23 -1.455 -1.385 -4.849
H24 -1.965 0.207 -5.403
H25 -4.580 -2.850 -4.639
H26 -5.300 -2.397 -3.079
H27 -3.691 -3.117 -3.123
N4 4.412 6.560 0.484
C31 3.313 6.260 -0.318
S2 2.657 7.502 -1.265
C32 2.856 4.915 -0.286
C33 1.642 4.503 -0.901
C34 1.225 3.202 -0.816
N5 1.880 2.240 -0.123
C35 3.056 2.604 0.423
C36 3.572 3.872 0.372
H28 4.587 7.548 0.567
H29 4.502 6.041 1.340
H30 1.050 5.227 -1.440
H31 0.305 2.877 -1.282
H32 3.595 1.808 0.925
H33 4.547 4.043 0.806

---

C5H12O2 in the gas phase. Source: the Open Molecules 2025 dataset; level of theory: ωB97M-V/def2-TZVPD.

Computed properties:
HOMO-LUMO gap = 10.857 eV
E_LUMO = 0.86 eV
Strongest force on any atom = 0.4 eV/Å
Energy relative to the best compared isomer or geometry (same formula, charge and spin) = 16.83 kcal per mole

Positions of all 19 atoms, in Å:
C1 2.253 0.747 1.063
C2 0.856 0.175 1.312
C3 0.222 -0.490 0.063
O1 -0.227 -1.809 0.318
C4 -0.973 0.301 -0.512
C5 -1.281 -0.157 -1.931
O2 -2.072 0.081 0.375
H1 2.930 -0.049 0.731
H2 2.245 1.526 0.292
H3 2.664 1.186 1.982
H4 0.929 -0.597 2.083
H5 0.202 0.965 1.705
H6 0.984 -0.587 -0.725
H7 -1.083 -1.675 0.755
H8 -0.745 1.376 -0.496
H9 -1.148 -1.241 -2.017
H10 -2.305 0.102 -2.222
H11 -0.610 0.339 -2.639
H12 -2.841 -0.195 -0.139

---

A 2-piece molecular cluster, CH3NO5 overall in a non-equilibrium geometry. Source: the Open Molecules 2025 dataset; level of theory: ωB97M-V/def2-TZVPD.

Computed properties:
HOMO-LUMO gap = 10.676 eV
E_LUMO = 0.29 eV
Strongest force on any atom = 1.7 eV/Å
Energy relative to the best compared isomer or geometry (same formula, charge and spin) = 0.00 kcal per mole

Positions of all 10 atoms, in Å:
O1 0.792 -1.253 -0.420
C1 0.949 -0.160 0.052
O2 0.969 0.074 1.357
O3 1.250 0.938 -0.652
H1 1.121 1.013 1.540
H2 1.196 0.783 -1.607
O4 -2.169 1.059 0.085
N1 -1.332 0.223 -0.050
O5 -1.791 -1.058 -0.101
H3 -0.985 -1.620 -0.205

---

A 2-piece molecular cluster, C2H4F2O3 overall in a non-equilibrium geometry. Source: the Open Molecules 2025 dataset; level of theory: ωB97M-V/def2-TZVPD.

Computed properties:
HOMO-LUMO gap (spin up / spin down) = 9.100 / 9.215 eV
E_LUMO (spin up / spin down) = -2.33 / -2.05 eV
Strongest force on any atom = 3.9 eV/Å
Energy relative to the best compared isomer or geometry (same formula, charge and spin) = 101.59 kcal per mole

Positions of all 11 atoms, in Å:
C1 -1.041 0.588 -0.182
C2 2.571 -0.049 0.035
O1 3.510 -1.026 -0.119
O2 0.255 0.910 -0.071
O3 1.378 -0.551 0.001
F1 2.910 0.648 1.170
F2 2.704 0.982 -0.913
H1 -1.274 -0.134 -0.888
H2 -1.466 1.562 -0.544
H3 -1.640 0.393 0.785
H4 4.168 -0.677 -0.634

---

C16H23IrN3OS5 as an isolated structure in a non-equilibrium geometry. Source: the Open Molecules 2025 dataset; level of theory: ωB97M-V/def2-TZVPD.

Computed properties:
Multiplicity = 2
HOMO-LUMO gap (spin up / spin down) = 6.998 / 5.538 eV
E_LUMO (spin up / spin down) = -6.88 / -8.29 eV
Strongest force on any atom = 1.4 eV/Å
Expectation value of S² = 0.757
Charge = +2
Energy relative to the best compared isomer or geometry (same formula, charge and spin) = 10.71 kcal per mole

Positions of all 49 atoms, in Å:
Ir1 -0.357 -0.632 0.394
C1 0.518 1.290 -2.584
C2 1.802 1.184 -1.785
S1 1.271 1.399 -0.083
C3 2.671 0.966 0.942
C4 3.168 -0.442 0.767
S2 1.842 -1.672 0.976
C5 2.252 -2.674 -0.469
C6 1.153 -3.681 -0.681
S3 -0.473 -2.919 -0.850
C7 -0.640 -2.641 -2.627
C8 -0.028 -1.359 -3.133
S4 -0.696 0.013 -2.179
H1 0.701 1.253 -3.658
H2 0.012 2.231 -2.365
H3 2.479 1.990 -2.073
H4 2.314 0.232 -1.925
H5 2.286 1.113 1.950
H6 3.469 1.689 0.769
H7 3.917 -0.660 1.529
H8 3.626 -0.603 -0.208
H9 3.201 -3.178 -0.274
H10 2.376 -2.017 -1.328
H11 1.062 -4.347 0.179
H12 1.337 -4.294 -1.563
H13 -1.720 -2.644 -2.792
H14 -0.230 -3.504 -3.153
H15 -0.316 -1.206 -4.175
H16 1.061 -1.354 -3.074
N1 -4.085 -2.589 0.302
C9 -3.167 -1.633 0.525
S5 -1.798 -2.034 1.590
N2 -3.267 -0.458 0.008
N3 -2.175 0.312 0.442
C10 -2.438 1.538 0.717
C11 -1.606 2.369 1.526
C12 -1.993 3.690 1.811
C13 -1.305 4.431 2.739
C14 -0.228 3.841 3.408
C15 0.162 2.542 3.135
C16 -0.522 1.795 2.183
O1 -0.068 0.542 1.941
H17 -4.059 -3.454 0.813
H18 -4.924 -2.351 -0.202
H19 -3.433 1.881 0.446
H20 -2.850 4.109 1.296
H21 -1.600 5.444 2.969
H22 0.317 4.410 4.150
H23 0.984 2.084 3.671

---

A 2-piece molecular cluster, C2H4ClOP overall in a non-equilibrium geometry. Source: the Open Molecules 2025 dataset; level of theory: ωB97M-V/def2-TZVPD.

Computed properties:
HOMO-LUMO gap = 8.950 eV
E_LUMO = -1.05 eV
Strongest force on any atom = 1.1 eV/Å
Energy relative to the best compared isomer or geometry (same formula, charge and spin) = 10.47 kcal per mole

Positions of all 9 atoms, in Å:
O1 -1.755 -0.668 -3.468
P1 -1.068 -1.217 -4.615
Cl1 0.891 -1.452 -4.057
C1 -0.256 0.617 0.199
C2 0.309 -0.561 0.048
H1 -0.880 0.861 1.043
H2 -0.119 1.398 -0.530
H3 0.929 -0.777 -0.807
H4 0.185 -1.364 0.757

---

C6H10N2 as an isolated structure in a non-equilibrium geometry. Source: the Open Molecules 2025 dataset; level of theory: ωB97M-V/def2-TZVPD.

Computed properties:
HOMO-LUMO gap = 9.134 eV
E_LUMO = 0.84 eV
Strongest force on any atom = 5.5 eV/Å
Energy relative to the best compared isomer or geometry (same formula, charge and spin) = 89.42 kcal per mole

Positions of all 18 atoms, in Å:
C1 -0.223 1.515 -0.006
C2 -0.167 2.221 -1.218
C3 0.894 0.356 -1.604
C4 0.422 0.322 -0.299
C5 0.512 -0.956 1.967
C6 -1.059 -1.771 0.426
N1 0.574 1.514 -2.115
N2 0.322 -1.376 0.649
H1 -0.821 1.886 0.904
H2 -0.331 3.340 -1.277
H3 1.425 -0.435 -2.281
H4 -0.284 -0.240 2.245
H5 0.606 -1.911 2.607
H6 1.582 -0.594 2.073
H7 -1.242 -1.860 -0.662
H8 -1.217 -2.783 0.781
H9 -1.810 -1.210 0.843
H10 0.817 1.982 -3.033